Record 1
10
Properties=species:S:1:pos:R:3:forces:R:3:nbo_charge:R:1 method="wB97M-V/def2-TZVPD" lumo_ev=0.823 smiles=OCCS de_lowest_kcal_mol=8.5 energy_ha=-553.18993 gap_ev=10.1
O -1.929492 -0.132968 -0.191220 0.360 -3.267 -2.275 -0.692
H 0.312381 1.066489 0.943805 -0.413 -1.054 -1.068 0.214
H 2.627967 0.817578 -0.427757 -0.085 -0.690 0.222 0.133
S 2.041465 -0.357308 -0.051425 -0.338 1.293 -0.244 -0.089
H -1.873535 0.512367 0.433841 -0.707 3.142 2.639 0.446
H 0.217347 1.103301 -0.870087 -0.105 -0.980 0.727 0.231
C -0.618086 -0.727867 0.002117 -2.075 1.071 -0.299 -0.107
H -0.623264 -1.254446 0.923734 0.218 -0.579 1.027 0.174
C 0.314689 0.410720 0.009928 2.828 1.435 0.152 -0.506
H -0.469468 -1.437863 -0.772935 0.318 -0.371 -0.880 0.195

Record 2
20
Properties=species:S:1:pos:R:3:forces:R:3:nbo_charge:R:1 method="wB97M-V/def2-TZVPD" lumo_ev=-1.527 smiles="C=CCC1=C(S)C(=O)C=CC1=O" de_lowest_kcal_mol=105.2 energy_ha=-896.24026 gap_ev=7.4
C 1.527946 2.388203 0.478073 1.026 -1.990 -0.656 -0.246
C 0.005560 2.357774 -0.024752 -0.869 0.975 0.000 0.504
H 1.935311 3.294675 1.030068 -0.957 -1.123 -0.927 0.244
C -0.286243 -1.614556 -1.098560 1.229 -1.201 1.414 -0.507
C 0.212611 -0.160377 -0.706840 -0.716 1.920 0.311 -0.008
H -2.177430 -1.626560 1.960951 1.754 -1.145 -0.393 0.215
O -0.714696 3.370338 -0.078431 2.473 -2.692 0.393 -0.487
O 2.590244 -0.732109 -1.142239 -2.741 2.426 1.825 -0.510
C -1.234942 -2.229313 0.053947 0.231 1.557 1.567 -0.150
H 0.641511 -2.299994 -1.115621 -1.148 1.237 -0.272 0.258
C 2.398262 1.305890 0.223750 -2.904 1.442 -0.116 -0.245
C -1.202308 -1.728321 1.373516 -0.138 -1.023 -2.058 -0.452
H -2.993038 0.586966 0.665893 1.303 0.297 -0.950 0.159
C 1.789942 0.068696 -0.591688 2.106 -1.215 -0.798 0.505
H -0.741922 -1.695545 -2.138825 0.320 0.379 1.561 0.259
H 3.493479 1.340014 0.551275 -1.800 -0.365 -0.751 0.253
C -0.615343 0.959735 -0.448486 1.732 -1.743 0.543 -0.204
S -2.447825 0.853552 -0.600984 0.405 0.092 0.171 -0.011
H -1.963230 -3.050000 -0.232970 0.418 1.740 0.091 0.216
H -0.217888 -1.389068 1.841923 -1.725 0.431 -0.956 0.207

Record 3
75
Properties=species:S:1:pos:R:3:forces:R:3:lowdin_charge:R:1 method="wB97M-V/def2-TZVPD" lumo_ev=2.236 de_lowest_kcal_mol=45.4 energy_ha=-3035.64783 gap_ev=5.7 charge=-1
H 2.974726 4.627603 -4.435434 -0.001 0.000 -0.007 0.079
C 2.312030 1.864633 -1.260143 -0.088 -0.034 0.072 -0.063
H 1.252465 4.997626 -4.383391 0.000 0.002 0.001 0.072
C 0.422954 -2.407489 0.533925 -0.410 0.967 -0.071 -0.588
H 0.735855 -2.907592 1.452561 -0.121 -0.179 -0.042 0.030
H -1.488832 -4.728277 -1.232895 0.008 0.001 0.007 0.082
H 0.676163 -5.115164 0.785202 -0.012 -0.017 -0.011 0.083
C 0.531115 -3.057591 -1.973428 -0.126 0.100 -0.011 -0.115
H -1.712640 -4.096817 0.412729 -0.023 0.011 0.008 0.086
S 1.825919 -1.391507 0.046004 0.585 -1.037 -0.608 1.017
H 4.455115 -1.295995 -0.961621 0.009 0.017 -0.017 0.081
H 0.087475 -2.087116 -2.216734 -0.006 -0.003 -0.005 0.076
H -4.502394 2.760985 2.586058 -0.003 -0.008 0.003 0.097
H 4.248401 -2.529453 3.749915 -0.041 0.008 0.065 0.110
H 5.955599 -0.937019 -0.073922 0.002 -0.030 -0.035 0.088
C -0.914548 1.802477 1.806004 1.030 0.274 -0.483 -0.399
H 3.482525 -0.989936 4.190651 0.023 0.048 -0.029 0.124
N 4.310322 -1.379741 1.106976 -0.074 0.193 -0.007 -0.140
O -7.113482 -2.163618 1.815040 0.009 -0.013 -0.070 -0.473
C 1.987011 4.206706 -4.232594 0.001 -0.012 0.022 -0.058
N -4.705404 -2.328295 1.281466 0.145 0.043 0.057 -0.134
C 4.782940 -0.907453 2.412089 0.071 -0.143 0.027 -0.128
O -2.519422 -1.941949 1.231345 0.250 -0.042 0.133 -0.198
O 2.747881 1.052887 1.595054 0.028 0.055 -0.046 -0.342
H -0.493316 3.896233 1.502847 -0.006 0.006 0.056 0.075
H -2.842537 4.539823 2.031991 0.003 -0.001 0.005 0.100
H 2.644380 0.858613 -1.054381 -0.013 0.003 -0.023 0.047
C -3.661357 -1.710009 0.752387 -0.125 -0.019 0.036 -0.533
C -1.233270 3.158408 1.752734 -0.564 -0.115 0.400 -0.015
H -1.801292 -0.594162 -0.889500 0.000 0.006 -0.002 0.055
C 1.381527 3.934623 -0.490314 0.077 0.002 0.007 -0.057
H 2.026096 -4.522001 -0.195451 -0.002 0.000 0.019 0.073
C -5.344281 0.770967 -1.560329 -0.006 0.013 -0.029 -0.024
C -1.339337 -3.859746 -0.582419 0.037 -0.077 0.059 -0.070
C -3.074829 1.190614 2.333714 0.052 -0.039 0.134 -0.106
H 0.154202 -3.788790 -2.693116 -0.001 -0.001 -0.003 0.081
H 5.814198 -1.218273 2.579876 0.010 0.005 -0.010 0.119
H 4.705151 0.181197 2.452190 -0.016 -0.026 0.023 0.108
C -3.867311 -0.727026 -0.359233 0.067 0.022 0.024 -0.103
H -3.763278 0.376246 2.525192 -0.010 -0.007 -0.043 0.119
C 3.804526 -1.611647 3.358996 0.013 -0.122 0.002 -0.123
C -4.267356 1.273015 -2.268631 0.012 -0.011 0.015 -0.094
H -6.350057 1.138456 -1.716636 0.000 -0.001 -0.001 0.111
S -6.190308 -2.284649 0.697303 -0.096 -0.060 -0.054 0.851
S 1.654980 1.987631 1.433351 -0.018 0.103 -0.159 0.572
O 1.656948 3.149772 2.290651 -0.065 0.007 0.079 -0.310
N -1.812875 0.847191 2.066332 -0.356 0.158 -0.576 -0.047
C -2.991301 0.764825 -2.056638 -0.017 -0.003 0.012 -0.089
C -3.475091 2.512919 2.360933 0.020 0.022 0.029 -0.074
Ir -0.798388 -0.778156 1.222818 -0.262 -0.189 0.303 0.830
C -5.152437 -0.240767 -0.622816 -0.037 -0.023 -0.030 -0.299
C 2.358482 2.368513 -2.549332 -0.001 0.002 0.017 -0.037
C 0.143634 -3.491332 -0.555794 0.087 -0.065 0.062 -0.672
H -1.933614 -3.034535 -0.971877 -0.011 0.009 0.017 0.068
C -2.539989 3.499519 2.053947 -0.013 0.009 -0.039 -0.074
H 1.089262 5.440721 -1.981014 -0.004 -0.002 0.000 0.110
H -4.427698 2.059356 -2.997188 -0.002 0.001 0.001 0.095
H 2.735925 1.744270 -3.351817 0.006 0.001 0.001 0.112
C 0.954030 -4.745478 -0.204587 0.054 0.017 -0.017 -0.078
C 4.874931 -0.797468 -0.089176 -0.001 0.043 0.068 -0.058
C 3.003908 -1.695939 1.204132 -0.133 0.695 0.580 -0.595
C 1.915599 3.657421 -2.832612 0.004 0.004 -0.038 -0.281
C 1.432088 4.430953 -1.784617 -0.002 0.015 0.009 -0.040
H 1.734364 -1.589984 2.721870 -0.003 -0.129 0.152 0.108
O -6.256126 -0.690852 0.024102 0.027 0.079 0.118 -0.248
N 0.287558 1.193404 1.465210 -0.010 -0.468 0.333 -0.215
C 1.812791 2.642500 -0.223049 -0.016 0.050 -0.078 -0.246
H 1.803292 3.425640 -4.970731 0.003 0.001 -0.003 0.075
H 1.611629 -2.980142 -2.101485 -0.009 -0.018 -0.021 0.049
H -2.143710 1.150375 -2.609111 0.002 -0.004 -0.002 0.095
H 0.780585 -5.546699 -0.929346 0.014 0.008 -0.014 0.077
N 2.665956 -1.943018 2.497536 0.048 -0.038 -0.317 0.042
C -2.803141 -0.223840 -1.105289 -0.013 -0.026 -0.045 -0.051
H 4.654133 0.274301 -0.134820 -0.004 -0.041 -0.013 0.084
H 1.030947 4.559098 0.318335 0.027 0.007 0.001 0.097